{
  "formula": "C18H17FN3O2Pt",
  "method": "wB97M-V/def2-TZVPD",
  "orbital_gap_ev": 8.03,
  "total_charge": 1,
  "species": ["Pt", "O", "C", "C", "C", "C", "C", "C", "N", "H", "H", "H", "H", "H", "H", "H", "N", "C", "O", "C", "C", "C", "C", "N", "C", "H", "H", "H", "H", "H", "H", "F", "C", "C", "C", "C", "C", "C", "H", "H", "H", "H"],
  "xyz": [[0.0637, -0.5053, -0.3923], [-0.4476, -1.9281, -2.2535], [0.0737, -3.2254, -1.9474], [1.3294, -3.0820, -1.1412], [2.2517, -4.1134, -1.1425], [3.4861, -3.9298, -0.5506], [3.7908, -2.6851, -0.0288], [2.8169, -1.7156, -0.0299], [1.5737, -1.9183, -0.5066], [-1.3903, -2.0255, -2.4264], [0.3325, -3.7459, -2.8681], [-0.6789, -3.8125, -1.4165], [2.0049, -5.0425, -1.6412], [4.2170, -4.7280, -0.5418], [4.7682, -2.4597, 0.3755], [3.0189, -0.7253, 0.3378], [-0.2597, 4.7534, -2.0559], [-1.5734, 4.4910, -1.8528], [-2.4477, 5.3046, -2.0547], [-1.9510, 3.1131, -1.3540], [-3.2992, 2.8771, -1.1136], [-3.6965, 1.6316, -0.6665], [-2.7400, 0.6599, -0.4547], [-1.4375, 0.8797, -0.6687], [-1.0565, 2.0923, -1.1216], [-0.0173, 5.6749, -2.3790], [0.4789, 4.1059, -1.8619], [-4.0018, 3.6819, -1.2881], [-4.7361, 1.4016, -0.4783], [-3.0118, -0.3364, -0.1286], [0.0059, 2.2035, -1.2781], [0.2326, 0.7004, 5.5970], [0.2303, 0.4700, 4.2762], [-0.9674, 0.2356, 3.6324], [-0.9531, 0.0090, 2.2625], [0.2327, -0.0060, 1.5312], [1.4124, 0.2353, 2.2197], [1.4248, 0.4763, 3.5886], [-1.8931, 0.2292, 4.1922], [-1.9091, -0.1942, 1.7919], [2.3726, 0.2784, 1.7250], [2.3501, 0.6741, 4.1133]],
  "forces_ev_per_angstrom": [[-0.358, -0.822, -0.559], [0.062, 0.211, 0.004], [-0.197, 0.052, 0.203], [0.105, 0.199, 0.108], [0.032, -0.031, -0.072], [0.062, -0.121, -0.020], [0.094, 0.002, 0.037], [-0.273, 0.111, 0.037], [0.184, 0.004, 0.053], [0.013, 0.155, -0.082], [-0.068, -0.021, -0.088], [0.042, -0.024, 0.093], [0.014, 0.038, 0.008], [-0.031, 0.013, -0.004], [-0.048, -0.013, -0.014], [-0.015, -0.044, 0.101], [-0.131, -0.067, 0.010], [0.041, 0.086, -0.020], [0.043, -0.032, -0.004], [-0.039, 0.097, -0.034], [-0.049, 0.013, 0.012], [-0.086, 0.004, -0.009], [0.065, -0.234, -0.107], [0.402, 0.302, 0.122], [0.016, -0.244, 0.187], [-0.003, 0.016, 0.002], [0.012, 0.005, 0.017], [0.010, -0.021, -0.005], [0.024, 0.026, -0.010], [0.034, 0.073, 0.073], [0.022, -0.021, 0.024], [-0.007, -0.002, 0.033], [-0.002, -0.006, -0.045], [0.010, 0.006, -0.030], [-0.276, -0.143, 0.195], [-0.049, 0.128, -0.278], [0.320, 0.209, 0.071], [-0.022, 0.008, 0.001], [0.026, 0.009, 0.011], [0.148, 0.040, 0.020], [-0.105, 0.043, -0.048], [-0.026, -0.002, 0.004]],
  "lowdin_charge": [1.082, -0.138, -0.156, -0.233, 0.003, -0.017, -0.021, -0.093, -0.052, 0.109, 0.137, 0.142, 0.132, 0.126, 0.123, 0.092, 0.187, -0.487, 0.086, -0.088, 0.041, -0.006, -0.121, -0.123, -0.051, 0.124, 0.090, 0.136, 0.123, 0.118, 0.106, 0.076, -0.285, 0.000, -0.125, -0.312, -0.122, -0.001, 0.125, 0.072, 0.073, 0.125]
}

***

{
  "formula": "C18H17N3O5S",
  "method": "wB97M-V/def2-TZVPD",
  "orbital_gap_ev": 8.38,
  "total_charge": 0,
  "species": ["O", "N", "O", "C", "C", "C", "C", "O", "C", "C", "C", "C", "C", "C", "C", "C", "C", "N", "S", "N", "C", "H", "H", "H", "H", "H", "H", "H", "H", "H", "O", "C", "O", "C", "C", "C", "H", "H", "H", "H", "H", "H", "H", "H"],
  "xyz": [[4.2652, -0.7351, 2.2873], [4.5404, -0.1731, 1.3115], [3.3485, 0.3181, 0.6372], [2.7020, 1.2934, 1.3716], [1.5293, 1.0062, 1.9924], [0.9361, -0.3845, 1.8338], [-0.2558, -0.3464, 0.8395], [-0.2768, -0.9987, -0.1828], [-1.4190, 0.5467, 1.2783], [-2.1538, 0.0904, 2.3648], [-3.1942, 0.8793, 2.8291], [-3.4469, 2.0836, 2.1965], [-2.7222, 2.5247, 1.1124], [-1.6770, 1.7390, 0.6404], [0.8859, 2.0501, 2.7577], [1.3433, 3.3016, 2.8999], [2.5738, 3.6421, 2.2476], [3.2021, 4.8035, 2.2426], [4.5483, 4.5759, 1.3688], [4.3705, 3.0288, 0.9316], [3.2378, 2.6100, 1.4847], [1.6686, -1.1464, 1.5703], [0.4790, -0.6447, 2.8053], [-1.8909, -0.8635, 2.8217], [-3.7518, 0.5377, 3.6982], [-4.2543, 2.6991, 2.5964], [-2.9392, 3.4876, 0.6539], [-1.0755, 2.0594, -0.2095], [-0.0531, 1.8056, 3.2575], [0.8075, 4.0612, 3.4651], [-2.5579, -2.2290, -5.9024], [-1.7441, -2.7228, -5.1712], [-2.1222, -3.1532, -3.9539], [-1.2861, -3.9282, -3.0887], [-0.3894, -3.0432, -2.2467], [-0.2833, -2.7872, -5.5495], [-0.7256, -4.6743, -3.6559], [-1.9635, -4.4808, -2.4384], [0.2983, -2.4636, -2.8640], [0.1961, -3.6455, -1.5505], [-0.9822, -2.3355, -1.6814], [0.1948, -1.8455, -5.2831], [-0.2180, -2.9288, -6.6263], [0.2552, -3.6139, -5.0918]],
  "forces_ev_per_angstrom": [[0.251, 0.422, -0.119], [0.357, -0.884, 0.459], [-0.184, 1.063, -0.492], [-0.446, -0.402, 0.156], [0.216, -0.085, -0.073], [-1.106, 0.419, 0.503], [0.158, -0.103, -0.168], [0.148, 0.765, 0.896], [1.136, -1.277, -0.352], [-0.037, 0.236, -0.056], [0.383, -0.586, 0.190], [-1.069, 0.517, 0.741], [0.398, 0.143, -0.299], [-0.226, 0.354, -0.277], [-0.974, -0.957, 0.232], [0.570, 0.997, -0.135], [-0.640, -1.066, -0.105], [0.620, 0.016, -0.179], [-0.268, -0.163, -0.090], [0.199, 0.415, 0.195], [0.383, 0.485, -0.017], [-0.145, 0.253, -0.167], [0.225, -0.070, -0.238], [-0.173, 0.228, 0.001], [-0.109, 0.260, -0.225], [0.192, -0.064, -0.199], [-0.006, -0.236, 0.085], [-0.105, -0.115, 0.198], [0.226, -0.073, -0.155], [0.109, -0.244, -0.048], [-0.107, -0.066, 0.105], [0.287, 0.230, -0.021], [-0.428, -0.176, -0.017], [0.385, 0.031, 0.155], [-0.055, -0.107, -0.294], [0.073, -0.498, -0.209], [-0.010, 0.061, -0.069], [-0.153, 0.079, -0.119], [0.053, -0.070, 0.013], [-0.014, 0.014, 0.010], [-0.080, -0.075, 0.003], [-0.004, -0.017, 0.028], [-0.076, 0.214, -0.005], [0.048, 0.136, 0.160]],
  "lowdin_charge": [0.112, 0.053, -0.050, -0.212, -0.123, -0.028, -0.292, 0.105, -0.189, -0.043, -0.073, -0.094, -0.069, -0.028, -0.025, -0.004, -0.362, -0.222, 1.013, -0.213, -0.291, 0.116, 0.129, 0.124, 0.109, 0.109, 0.111, 0.130, 0.120, 0.122, 0.104, -0.533, 0.001, -0.232, -0.074, 0.008, 0.110, 0.121, 0.073, 0.085, 0.051, 0.095, 0.089, 0.068]
}

***

{
  "formula": "C18H17N3S",
  "method": "wB97M-V/def2-TZVPD",
  "smiles": "S=C(NCCc1ccccc1)Nc1cnc2ccccc2c1",
  "orbital_gap_ev": 8.01,
  "total_charge": 0,
  "species": ["S", "C", "N", "C", "C", "C", "C", "C", "C", "C", "C", "N", "C", "C", "N", "C", "C", "C", "C", "C", "C", "C", "H", "H", "H", "H", "H", "H", "H", "H", "H", "H", "H", "H", "H", "H", "H", "H", "H"],
  "xyz": [[3.0781, 1.1673, -2.4526], [1.5901, 1.3124, -1.7501], [0.4310, 1.2009, -2.4308], [0.3521, 0.4601, -3.6699], [-0.2763, -0.9247, -3.4259], [0.3329, -1.5435, -2.1971], [-0.3479, -1.5227, -0.9862], [0.2456, -2.0054, 0.1674], [1.5348, -2.5061, 0.1231], [2.2204, -2.5350, -1.0801], [1.6228, -2.0583, -2.2323], [1.5504, 1.5964, -0.4137], [0.4612, 1.5485, 0.4552], [-0.7742, 2.1763, 0.1554], [-1.8198, 2.1221, 0.9254], [-1.7455, 1.4556, 2.0945], [-2.8902, 1.3826, 2.9130], [-2.8339, 0.7336, 4.1150], [-1.6394, 0.1347, 4.5493], [-0.5119, 0.1909, 3.7788], [-0.5350, 0.8481, 2.5315], [0.5769, 0.9162, 1.6746], [-0.4139, 1.1636, -1.8746], [-0.2436, 1.0280, -4.3898], [1.3702, 0.3604, -4.0512], [-0.1014, -1.5494, -4.3025], [-1.3547, -0.8164, -3.2885], [-1.3549, -1.1278, -0.9403], [-0.2997, -1.9824, 1.1003], [2.0036, -2.8756, 1.0234], [3.2272, -2.9229, -1.1202], [2.1661, -2.0727, -3.1655], [2.4627, 1.5192, 0.0194], [-0.8790, 2.7828, -0.7360], [-3.7955, 1.8511, 2.5606], [-3.7102, 0.6765, 4.7434], [-1.6200, -0.3729, 5.5024], [0.4086, -0.2713, 4.1061], [1.5124, 0.4597, 1.9686]],
  "forces_ev_per_angstrom": [[0.680, -0.035, -0.249], [0.148, 0.131, -0.074], [-0.248, 0.148, 0.491], [-0.115, -0.117, -0.440], [0.150, 0.175, 0.096], [-0.142, -0.156, -0.064], [-0.003, -0.082, -0.050], [-0.036, -0.027, 0.097], [0.025, -0.033, 0.101], [0.073, -0.035, -0.020], [-0.065, -0.049, 0.020], [0.118, 0.108, 0.128], [-0.300, -0.303, 0.670], [0.160, 0.085, 0.011], [-0.408, 0.202, -0.229], [0.465, -0.316, 0.296], [-0.066, -0.109, 0.254], [-0.211, 0.157, -0.199], [0.308, -0.103, 0.006], [-0.073, -0.087, 0.174], [-0.325, 0.293, -0.195], [-0.093, 0.271, -0.446], [0.125, 0.017, -0.041], [0.098, -0.061, -0.011], [-0.205, 0.061, 0.019], [-0.089, 0.005, -0.046], [-0.017, -0.067, -0.038], [-0.102, 0.038, -0.024], [-0.038, -0.008, 0.077], [0.041, -0.050, 0.074], [0.090, -0.033, -0.002], [0.075, 0.021, -0.105], [-0.131, 0.062, -0.234], [0.097, 0.012, -0.134], [-0.090, 0.060, -0.042], [-0.084, 0.012, 0.025], [0.035, -0.043, 0.066], [0.076, -0.047, 0.062], [0.079, -0.097, -0.024]],
  "lowdin_charge": [0.651, -0.857, 0.002, -0.202, -0.125, -0.250, -0.054, -0.094, -0.090, -0.077, -0.057, 0.054, -0.221, -0.093, 0.124, -0.233, -0.014, -0.078, -0.080, -0.038, -0.159, 0.040, 0.105, 0.120, 0.060, 0.119, 0.112, 0.115, 0.102, 0.100, 0.105, 0.115, 0.116, 0.121, 0.112, 0.103, 0.103, 0.113, 0.129]
}

***

{
  "formula": "C18H17N5O3S",
  "method": "wB97M-V/def2-TZVPD",
  "smiles": "Cn1c(SCC(=O)NNC(=O)c2ccccc2O)nnc1-c1ccccc1",
  "orbital_gap_ev": 8.09,
  "total_charge": 0,
  "species": ["C", "N", "C", "S", "C", "C", "O", "N", "N", "C", "O", "C", "C", "C", "C", "C", "C", "O", "N", "N", "C", "C", "C", "C", "C", "C", "C", "H", "H", "H", "H", "H", "H", "H", "H", "H", "H", "H", "H", "H", "H", "H", "H", "H"],
  "xyz": [[-3.3750, -1.0647, -1.2146], [-2.6406, -0.5771, -0.1177], [-2.9657, 0.6601, 0.5345], [-4.3668, 1.6558, 0.0914], [-3.0982, 3.2366, -0.4173], [-1.8117, 2.6470, -0.2728], [-1.4258, 1.8463, -1.3410], [-1.1419, 3.0831, 0.8218], [0.1576, 2.4390, 0.9994], [1.2059, 2.6315, 0.3588], [1.3152, 3.7275, -0.7970], [2.4705, 1.6520, 0.3310], [2.4743, 0.5255, 1.3895], [3.5373, -0.0340, 1.4360], [4.4026, -0.2443, 0.5956], [4.4750, 0.6612, -0.4773], [3.4222, 1.7544, -0.6794], [3.4087, 2.4940, -1.7624], [-2.2366, 0.7503, 1.5160], [-1.3452, -0.3654, 1.3533], [-1.7240, -1.0937, 0.5740], [-0.9689, -2.2970, 0.3218], [-1.4938, -3.3537, -0.3364], [-0.7351, -4.4313, -0.6516], [0.7375, -4.3934, -0.5460], [1.2332, -2.9539, -0.1417], [0.4055, -1.9729, 0.0857], [-4.3905, -1.6615, -0.8086], [-2.7890, -1.6386, -1.8727], [-3.8687, -0.3597, -1.8369], [-3.6174, 3.6241, -1.2387], [-3.2736, 3.8157, 0.5669], [-1.4307, 3.5704, 1.4442], [0.0275, 1.4139, 1.6060], [1.7468, 0.7250, 2.0022], [3.5858, -0.6923, 2.3262], [5.2556, -0.9908, 0.5399], [5.1799, 0.5927, -1.3345], [2.7112, 3.1803, -1.5044], [-2.5118, -3.6401, -0.1532], [-1.2178, -5.4214, -0.7127], [1.2999, -5.2101, -0.9383], [2.3885, -2.9731, -0.1024], [0.9882, -1.3174, 0.3633]],
  "forces_ev_per_angstrom": [[-4.056, -2.226, 1.002], [-6.930, 3.809, -3.937], [-3.502, -3.005, -3.495], [2.175, 1.088, -0.418], [-3.678, -0.605, 5.362], [2.956, -2.705, -7.315], [-1.030, 4.074, 6.708], [8.074, -9.566, -11.758], [-5.670, -3.656, 5.164], [6.334, 3.909, -9.575], [-0.504, -4.886, 5.889], [-3.848, 0.253, 1.680], [-5.752, 11.041, -7.241], [1.048, -8.499, 11.918], [10.692, 0.401, -11.254], [-1.558, 1.359, -1.645], [1.657, -3.964, 1.701], [0.146, 0.683, 0.903], [3.721, -0.308, 2.872], [5.802, 11.356, 15.151], [-1.157, -10.007, -7.783], [1.490, 2.529, -3.390], [-1.368, -1.213, 2.317], [5.075, -2.758, 0.093], [-3.988, 4.968, 0.369], [3.494, -9.108, -3.072], [-5.563, -6.391, -0.170], [2.776, 0.857, -1.085], [0.691, -1.118, -0.480], [0.185, 1.438, -0.099], [0.319, 0.495, -1.487], [-0.175, -0.158, -1.950], [-4.516, 7.511, 9.742], [0.232, 3.523, -2.227], [-3.528, -0.122, 4.061], [0.290, -0.103, -0.060], [-1.409, 0.792, 0.858], [-0.338, -0.152, 0.925], [-0.615, 0.186, -0.510], [-0.803, 0.592, -0.391], [0.256, 0.618, -0.709], [0.690, -0.298, 0.369], [-2.053, 0.941, -0.068], [3.938, 8.425, 3.035]],
  "lowdin_charge": [-0.051, -0.011, -0.690, 0.937, -0.165, -0.467, -0.033, 0.180, 0.107, -0.153, -0.214, 0.007, -0.040, -0.293, -0.124, 0.070, -0.271, 0.077, 0.099, 0.135, -0.490, -0.077, -0.098, -0.087, 0.040, -0.036, -0.035, 0.159, 0.075, 0.053, 0.064, 0.104, 0.024, 0.231, 0.052, 0.155, 0.148, 0.117, 0.073, 0.119, 0.106, 0.068, 0.130, 0.006]
}

***

{
  "formula": "C18H17N5O4S3W",
  "method": "wB97M-V/def2-TZVPD",
  "orbital_gap_ev": [7.31, 7.60],
  "s_squared": 2.013,
  "multiplicity": 3,
  "total_charge": 2,
  "species": ["W", "O", "C", "O", "C", "C", "C", "C", "C", "N", "C", "O", "O", "H", "H", "H", "C", "C", "N", "C", "C", "S", "C", "C", "S", "C", "N", "C", "H", "H", "H", "H", "H", "H", "H", "H", "S", "C", "N", "C", "C", "N", "H", "H", "H", "H", "H", "H"],
  "xyz": [[-0.1193, -0.5429, 0.3044], [-0.8103, 2.4239, -2.3258], [-0.9891, 1.6709, -1.4196], [-0.5306, 0.3972, -1.3905], [-1.7208, 1.9899, -0.1504], [-2.5436, 3.0640, 0.1161], [-3.1133, 3.1418, 1.3872], [-2.8474, 2.1706, 2.3486], [-2.0019, 1.1340, 2.0006], [-1.4834, 1.0689, 0.7812], [-1.5471, -0.0237, 2.8547], [-1.9227, -0.2493, 3.9579], [-0.6635, -0.7727, 2.1663], [-2.7318, 3.8102, -0.6434], [-3.7682, 3.9685, 1.6289], [-3.2751, 2.2081, 3.3412], [-3.6873, -0.9242, -0.7722], [-2.9310, -2.1036, -0.2648], [-1.6288, -2.1281, -0.0534], [-1.2031, -3.3554, 0.4219], [-2.1928, -4.2586, 0.6014], [-3.6850, -3.5793, 0.1206], [0.2313, -3.5064, 0.6202], [0.9276, -4.6105, 0.9600], [2.6013, -4.2745, 0.9379], [2.3221, -2.6686, 0.4916], [1.0252, -2.3810, 0.3759], [3.4620, -1.7438, 0.2469], [-3.0680, -0.3580, -1.4646], [-3.9918, -0.2796, 0.0553], [-4.5883, -1.2389, -1.2951], [-2.1194, -5.2729, 0.9580], [0.5527, -5.5947, 1.1882], [4.3812, -2.3128, 0.1218], [3.5898, -1.0613, 1.0864], [3.2892, -1.1589, -0.6558], [1.6956, 1.0549, 0.8445], [2.4606, 1.6972, -0.5640], [2.2135, 1.4313, -1.8404], [3.0214, 2.2779, -2.7361], [3.9537, 3.0194, -1.7538], [3.4570, 2.5597, -0.4498], [1.3502, 1.0019, -2.1359], [2.3726, 2.9529, -3.2907], [3.5741, 1.6586, -3.4381], [3.8648, 4.1006, -1.8320], [4.9974, 2.7414, -1.8832], [3.8200, 2.8557, 0.4417]],
  "forces_ev_per_angstrom": [[-0.309, 0.068, 0.068], [-0.014, -0.035, -0.012], [-0.036, 0.078, -0.164], [0.161, -0.103, 0.208], [-0.124, -0.047, 0.131], [0.046, -0.006, 0.015], [-0.030, 0.023, 0.025], [-0.001, -0.006, 0.002], [0.020, 0.009, -0.103], [0.194, -0.228, -0.143], [-0.024, 0.058, 0.066], [0.008, 0.040, 0.007], [0.095, 0.002, -0.111], [0.013, -0.004, -0.007], [0.001, -0.005, 0.000], [0.007, -0.001, 0.002], [-0.023, -0.013, 0.013], [0.033, -0.056, -0.017], [0.105, 0.255, 0.127], [-0.023, -0.047, 0.081], [-0.053, 0.008, -0.119], [0.041, 0.043, -0.003], [0.040, 0.028, 0.009], [0.029, -0.020, -0.018], [-0.016, 0.047, -0.032], [-0.028, -0.052, 0.038], [0.027, -0.018, -0.124], [0.001, 0.000, 0.000], [0.001, -0.002, -0.017], [0.003, 0.005, -0.004], [-0.005, 0.000, 0.014], [-0.020, -0.001, -0.012], [-0.002, 0.008, 0.005], [0.002, 0.005, -0.002], [-0.003, -0.001, 0.012], [0.004, 0.000, -0.005], [-0.105, 0.008, 0.115], [0.040, -0.037, -0.039], [-0.001, 0.019, 0.046], [0.002, -0.033, -0.005], [0.000, 0.033, -0.005], [-0.055, -0.021, 0.003], [-0.017, -0.032, -0.041], [-0.003, 0.014, 0.012], [-0.013, 0.015, -0.022], [0.012, -0.001, -0.001], [0.002, -0.019, 0.016], [0.016, 0.022, -0.010]],
  "lowdin_charge": [1.565, 0.174, -0.520, -0.248, -0.169, 0.070, 0.030, 0.072, -0.144, -0.015, -0.482, 0.196, -0.201, 0.144, 0.134, 0.145, -0.039, -0.579, -0.065, -0.321, -0.272, 1.198, -0.307, -0.271, 1.214, -0.587, -0.094, -0.083, 0.080, 0.094, 0.097, 0.101, 0.103, 0.091, 0.072, 0.076, 0.736, -0.734, 0.059, -0.075, -0.080, 0.051, 0.107, 0.131, 0.128, 0.130, 0.129, 0.156]
}